Entry 1:
79
Properties=species:S:1:pos:R:3 method="wB97M-V/def2-TZVPD" total_energy_ha=-1918.86078 multiplicity=3 largest_force_ev_per_a=3.2
C 0.87 6.17 -2.25
C -0.13 5.25 -1.94
C -1.55 5.55 -2.09
P -1.98 7.29 -2.52
O -1.08 7.91 -3.47
O -2.08 8.08 -1.16
O -3.48 7.33 -3.09
C -2.36 4.51 -2.88
C -3.70 4.44 -2.13
C -3.40 4.93 -0.74
O -4.11 4.98 0.23
O -2.12 5.33 -0.73
H 1.44 6.12 -3.16
H 1.08 7.01 -1.61
H 0.15 4.26 -1.60
H -2.79 7.70 -0.63
H -3.45 6.81 -3.90
H -2.60 4.82 -3.89
H -1.90 3.54 -2.89
H -4.47 5.06 -2.56
H -4.06 3.43 -2.19
C 3.26 0.54 -3.07
C 2.29 0.97 -1.94
C 2.51 0.14 -0.66
C 1.88 -1.25 -0.66
C 0.41 -1.17 -1.08
C 0.24 -0.48 -2.43
N 0.88 0.88 -2.43
O 0.14 1.68 -1.76
C 0.83 -1.39 -3.52
C -1.24 -0.38 -2.78
C 2.68 2.40 -1.61
H 2.76 0.08 -3.92
H 3.78 1.40 -3.49
H 4.02 -0.17 -2.72
H 2.10 0.69 0.19
H 3.59 0.05 -0.47
H 2.43 -1.93 -1.31
H 1.94 -1.67 0.35
H 0.00 -2.18 -1.12
H -0.16 -0.64 -0.31
H 0.76 -0.91 -4.50
H 0.27 -2.32 -3.56
H 1.87 -1.66 -3.35
H -1.81 0.14 -2.01
H -1.66 -1.37 -2.87
H -1.38 0.15 -3.73
H 2.47 3.07 -2.44
H 3.75 2.44 -1.41
H 2.17 2.78 -0.73
C 1.14 -4.16 5.49
C 1.28 -4.38 3.95
C 1.36 -3.04 3.20
C 0.02 -2.34 2.97
C -1.00 -3.31 2.38
C -1.16 -4.56 3.23
N 0.15 -5.23 3.47
O 0.51 -5.84 2.39
C -1.84 -4.16 4.55
C -2.15 -5.52 2.57
C 2.63 -5.07 3.78
H 0.19 -4.50 5.88
H 1.88 -4.74 6.03
H 1.27 -3.11 5.76
H 1.82 -3.21 2.22
H 2.03 -2.37 3.73
H -0.35 -1.90 3.90
H 0.17 -1.51 2.28
H -1.96 -2.80 2.27
H -0.69 -3.58 1.36
H -1.95 -5.02 5.22
H -2.84 -3.77 4.35
H -1.32 -3.37 5.10
H -1.84 -5.78 1.56
H -3.12 -5.04 2.50
H -2.25 -6.43 3.15
H 2.62 -6.06 4.21
H 3.39 -4.48 4.28
H 2.92 -5.15 2.73

Entry 2:
91
Properties=species:S:1:pos:R:3 method="wB97M-V/def2-TZVPD" total_energy_ha=-2857.87754 largest_force_ev_per_a=6.4
N 4.62 -0.25 0.50
C 3.80 0.45 -0.59
N 3.76 -0.42 -1.83
N 4.64 1.69 -0.96
C 2.29 0.89 -0.04
O 1.26 0.89 -1.09
S -0.25 1.47 -0.52
O -0.11 2.05 0.94
O -1.22 0.07 -0.31
C -2.17 -0.10 -1.42
C -3.74 0.12 -0.90
C -4.07 0.84 0.55
C -5.67 0.96 0.97
C -6.89 0.42 0.00
C -6.47 -0.26 -1.44
C -4.91 -0.43 -1.94
H 4.51 -1.29 0.43
H 4.25 0.03 1.44
H 4.05 0.21 -2.64
H 4.59 -1.08 -1.74
H 4.21 2.20 -1.77
H 4.74 2.30 -0.11
H 2.45 1.95 0.48
H 1.97 0.10 0.77
H -1.92 0.51 -2.39
H -2.12 -1.25 -1.73
H -3.21 1.25 1.25
H -5.89 1.45 2.03
H -8.02 0.48 0.28
H -7.31 -0.68 -2.16
H -4.62 -0.91 -2.99
C 3.97 -4.18 -0.33
O 5.31 -4.19 0.14
C 5.87 -5.43 0.19
O 5.33 -6.47 -0.12
O 7.14 -5.29 0.65
C 7.86 -6.52 0.76
H 3.62 -3.14 -0.33
H 3.91 -4.56 -1.36
H 3.32 -4.75 0.34
H 7.96 -7.00 -0.22
H 7.37 -7.19 1.47
H 8.86 -6.30 1.14
C 7.94 -3.39 -1.37
O 8.77 -3.93 -2.40
C 8.87 -3.14 -3.50
O 8.33 -2.06 -3.66
O 9.68 -3.77 -4.39
C 9.88 -3.06 -5.61
H 7.93 -4.10 -0.53
H 8.35 -2.44 -1.00
H 6.92 -3.26 -1.72
H 10.37 -2.10 -5.41
H 8.93 -2.92 -6.13
H 10.54 -3.65 -6.24
C -12.39 -0.96 3.42
O -11.92 -2.05 2.63
C -10.62 -1.94 2.25
O -9.87 -1.02 2.52
O -10.30 -3.03 1.51
C -8.96 -3.06 1.04
H -13.44 -1.15 3.66
H -11.82 -0.89 4.35
H -12.34 -0.02 2.85
H -8.25 -3.06 1.88
H -8.76 -2.20 0.38
H -8.81 -3.97 0.46
C 0.74 2.88 3.19
O 1.76 3.35 4.07
C 1.35 4.31 4.94
O 0.23 4.78 5.01
O 2.41 4.65 5.71
C 2.13 5.66 6.68
H 1.18 2.12 2.54
H -0.08 2.43 3.75
H 0.38 3.70 2.56
H 1.37 5.32 7.39
H 1.82 6.59 6.19
H 3.05 5.86 7.24
C -5.97 3.80 -2.16
O -5.39 5.06 -2.48
C -4.03 5.07 -2.47
O -3.31 4.12 -2.22
O -3.62 6.32 -2.79
C -2.20 6.48 -2.82
H -7.06 3.91 -2.20
H -5.68 3.04 -2.90
H -5.69 3.49 -1.15
H -1.75 5.83 -3.58
H -1.77 6.28 -1.83
H -1.98 7.52 -3.08

Entry 3:
82
Properties=species:S:1:pos:R:3 method="wB97M-V/def2-TZVPD" total_energy_ha=-2405.39612 charge=+1 largest_force_ev_per_a=7.8
C 2.93 2.82 5.92
C 1.98 1.54 6.32
C 0.48 1.93 6.86
C -0.28 3.12 6.03
C -1.73 2.62 5.47
C -1.69 1.59 4.20
N -0.51 1.74 3.28
C -0.56 1.02 2.08
N -1.78 0.16 1.69
C -1.32 -0.32 0.32
C -2.06 -1.26 -0.80
C -3.69 -1.49 -0.50
C -4.25 -2.86 -1.21
P -3.76 -4.48 -0.27
O -2.22 -4.87 -0.51
O -4.79 -5.74 -0.98
C -4.03 -6.99 -1.16
C -3.57 -7.71 0.27
O -4.19 -4.45 1.44
C -3.14 -3.81 2.25
C -3.38 -4.22 3.85
N 0.08 0.21 0.02
C 0.96 0.03 -1.20
C 0.77 1.17 -2.41
C 1.63 1.20 -3.80
C 2.78 0.04 -4.03
C 2.98 -1.11 -2.85
C 2.09 -1.13 -1.43
N 0.55 1.01 1.05
N 1.81 1.60 1.02
H 4.05 2.69 6.25
H 2.46 3.85 6.27
H 2.94 2.87 4.73
H 2.54 0.99 7.22
H 1.95 0.73 5.45
H 0.43 2.21 8.00
H -0.18 0.95 6.74
H 0.36 3.61 5.18
H -0.50 3.99 6.81
H -2.48 3.53 5.27
H -2.24 2.01 6.37
H -1.81 0.45 4.50
H -2.66 1.83 3.55
H 0.37 2.28 3.45
H -1.91 -0.83 -1.90
H -1.54 -2.33 -0.79
H -3.97 -1.37 0.63
H -4.23 -0.58 -1.06
H -5.43 -2.76 -1.26
H -3.81 -2.88 -2.31
H -4.77 -7.76 -1.68
H -3.12 -6.88 -1.91
H -3.54 -8.89 0.13
H -2.49 -7.32 0.51
H -4.27 -7.37 1.15
H -2.05 -4.15 2.00
H -3.17 -2.62 2.23
H -3.44 -3.21 4.48
H -2.51 -4.89 4.27
H -4.42 -4.75 4.00
H -0.04 2.03 -2.24
H 1.38 2.07 -4.57
H 3.40 0.09 -5.03
H 3.83 -1.91 -3.07
H 2.28 -1.95 -0.62
H 1.73 2.56 1.42
H 2.47 0.99 1.60
O 2.20 4.42 -6.34
S 3.10 3.58 -7.09
O 3.67 2.37 -6.54
O 4.31 4.50 -7.68
C 5.08 5.27 -6.77
C 6.05 4.40 -5.99
C 2.34 3.18 -8.65
H 4.44 5.85 -6.10
H 5.66 5.99 -7.36
H 5.51 3.71 -5.33
H 6.71 5.01 -5.37
H 6.66 3.79 -6.66
H 1.94 4.09 -9.09
H 1.53 2.47 -8.45
H 3.09 2.72 -9.30

Entry 4:
82
Properties=species:S:1:pos:R:3 method="wB97M-V/def2-TZVPD" total_energy_ha=-2346.74321 charge=-1 largest_force_ev_per_a=1.2
C -1.01 -2.22 1.05
C -1.98 -2.50 -0.12
C -1.44 -3.41 -1.18
O -2.13 -4.20 -1.74
O -0.12 -3.34 -1.44
C 0.34 -2.00 -1.80
C 1.83 -1.96 -2.01
Al 2.52 -0.29 -1.07
C 4.42 0.14 -1.69
O 5.45 -0.17 -0.70
C 5.51 0.63 0.38
C 5.20 1.98 0.39
C 5.29 2.73 1.57
C 5.70 2.13 2.76
C 6.04 0.78 2.76
C 5.94 0.03 1.58
B 2.39 -0.69 1.03
O 2.78 -1.96 1.50
O 1.93 0.22 1.97
C 1.98 -0.15 3.35
C 1.24 1.23 -1.61
Cl 1.04 1.17 -3.42
C 1.75 2.63 -1.21
C 0.94 3.21 -0.06
H -1.56 -2.24 1.99
H -0.57 -1.24 0.98
H -0.24 -2.98 1.08
H -2.92 -2.89 0.25
H -2.21 -1.54 -0.59
H -0.19 -1.64 -2.69
H 0.06 -1.33 -0.99
H 2.28 -2.83 -1.54
H 2.09 -1.95 -3.07
H 4.54 1.15 -2.09
H 4.64 -0.51 -2.53
H 4.87 2.47 -0.51
H 5.02 3.77 1.54
H 5.76 2.68 3.68
H 6.37 0.27 3.65
H 6.20 -1.01 1.57
H 3.73 -1.98 1.64
H 1.35 -1.01 3.56
H 2.99 -0.36 3.67
H 1.63 0.70 3.92
H 0.27 1.08 -1.15
H 2.81 2.62 -0.96
H 1.63 3.29 -2.06
H 1.21 4.25 0.11
H -0.12 3.19 -0.30
H 1.10 2.65 0.86
C -4.76 -5.96 5.52
O -5.62 -4.85 5.37
C -4.94 -3.60 5.39
C -4.68 -3.07 3.99
O -3.80 -3.90 3.26
C -4.45 -4.77 2.36
H -5.31 -6.85 5.21
H -3.86 -5.87 4.91
H -4.48 -6.08 6.58
H -4.01 -3.69 5.94
H -5.59 -2.89 5.92
H -4.20 -2.09 4.08
H -5.62 -2.94 3.45
H -4.74 -4.22 1.45
H -5.33 -5.24 2.80
H -3.74 -5.55 2.07
C -3.12 5.62 -6.06
O -1.75 5.79 -5.73
C -1.51 5.80 -4.33
C -1.04 4.45 -3.82
O -2.04 3.45 -3.96
C -1.84 2.62 -5.09
H -3.17 5.34 -7.11
H -3.58 4.83 -5.46
H -3.67 6.55 -5.92
H -2.41 6.11 -3.79
H -0.72 6.53 -4.14
H -0.82 4.54 -2.75
H -0.12 4.14 -4.32
H -1.04 1.91 -4.89
H -1.61 3.20 -5.99
H -2.77 2.07 -5.26

Entry 5:
90
Properties=species:S:1:pos:R:3 method="wB97M-V/def2-TZVPD" relative_energy_kj_mol=0.0 charge=+2 largest_force_ev_per_a=1.5
Hf -0.07 0.48 0.05
C -5.21 1.72 -1.48
N -4.57 1.97 -0.20
C -4.98 2.91 0.72
C -4.12 2.85 1.76
N -3.20 1.87 1.49
B -1.96 1.51 2.31
N -1.96 0.02 2.75
C -3.02 -0.72 3.19
C -2.57 -1.96 3.50
N -1.23 -1.97 3.23
C -0.33 -3.11 3.40
C -0.87 -0.76 2.77
S 0.76 -0.35 2.30
C -3.48 1.35 0.28
S -2.61 0.08 -0.51
H -5.07 2.59 -2.13
H -6.27 1.55 -1.32
H -4.77 0.84 -1.93
H -5.85 3.52 0.55
H -4.09 3.40 2.68
H -1.82 2.26 3.24
H -0.96 1.65 1.61
H -4.01 -0.30 3.26
H -3.08 -2.82 3.88
H -0.90 -3.92 3.85
H 0.49 -2.83 4.05
H 0.04 -3.40 2.42
N -0.04 0.71 -2.32
C 1.20 1.33 -2.80
C 1.55 1.02 -4.25
C 1.45 -0.45 -4.70
C 2.38 -1.45 -4.02
N 3.78 -1.05 -4.05
C 4.76 -1.60 -4.73
N 4.56 -2.56 -5.64
N 6.01 -1.18 -4.53
C 2.27 1.00 -1.77
O 3.44 0.78 -2.04
O 1.80 0.98 -0.55
H -0.11 -0.27 -2.61
H -0.87 1.19 -2.66
H 1.06 2.41 -2.70
H 2.55 1.41 -4.44
H 0.88 1.60 -4.90
H 1.64 -0.47 -5.78
H 0.43 -0.82 -4.57
H 2.26 -2.43 -4.50
H 2.11 -1.61 -2.98
H 4.00 -0.33 -3.36
H 3.63 -2.88 -5.87
H 5.33 -2.96 -6.15
H 6.21 -0.51 -3.81
H 6.79 -1.57 -5.03
C 0.79 -4.82 -0.47
C -0.50 -4.06 -0.76
C -1.70 -4.88 -0.35
O -0.47 -2.86 0.08
B -0.16 -1.77 -0.68
O -0.07 -2.12 -2.03
C -0.58 -3.48 -2.21
C 0.30 -4.18 -3.22
C -2.00 -3.34 -2.74
H 0.82 -5.08 0.58
H 1.67 -4.21 -0.69
H 0.85 -5.74 -1.05
H -1.57 -5.23 0.68
H -1.81 -5.76 -0.98
H -2.62 -4.31 -0.39
H 1.35 -4.17 -2.93
H 0.20 -3.69 -4.19
H -0.01 -5.22 -3.35
H -2.63 -2.77 -2.05
H -2.46 -4.31 -2.90
H -1.97 -2.82 -3.69
S -0.74 3.18 -0.70
C -0.38 4.37 0.49
N 0.20 4.08 1.66
C 0.47 5.05 2.71
C -0.46 6.24 2.57
C -0.41 6.74 1.14
N -0.69 5.63 0.23
H 0.41 3.11 1.83
H 1.52 5.36 2.66
H 0.33 4.54 3.67
H -0.17 7.03 3.26
H -1.48 5.94 2.81
H 0.58 7.16 0.91
H -1.15 7.52 0.96
H -1.12 5.80 -0.67